(1)
Computed, not measured: an isolated molecule of CH2S4, with ωB97M-V/def2-TZVPD.

Each line ends with the natural charge from an NBO analysis.
Positions of all 7 atoms, in Å:
S  1.8819  -0.3736  -0.8205  0.068
S  3.3735  -0.8408  0.3403  -0.316
S  -2.2039  -0.1878  -0.0073  0.158
S  0.3392  1.5337  0.0815  0.306
C  -1.1754  1.1136  0.3084  -0.497
H  0.9644  -1.5125  -0.8161  0.121
H  -3.1797  0.2675  0.9137  0.159

Summary:
Structure (SMILES) = S=[SH]#S#CS
Kohn-Sham gap (alpha / beta) = 7.04 / 6.04 eV
Maximum force = 1.9 eV/Å
Electronic energy = -44407.0480 eV
HOMO level (alpha / beta) = -8.05 / -7.52 eV
E_LUMO (alpha / beta) = -1.0 / -1.5 eV

***

(2)
Computed, not measured: a cluster of 2 separate species, CHO4S in total, with ωB97M-V/def2-TZVPD.

Each line ends with the natural charge from an NBO analysis.
Positions of all 7 atoms, in Å:
S  0.2455  -0.7541  1.0536  2.035
O  -0.5541  2.1726  -1.2083  -0.532
O  1.4441  -0.1048  1.6536  -0.968
O  -0.9436  -0.7771  1.9585  -0.964
O  0.6081  -2.0940  0.4995  -0.977
C  -0.5129  0.9522  -1.4340  0.299
H  -0.2871  0.6052  -2.5228  0.107

Summary:
Kohn-Sham gap (alpha / beta) = 6.77 / 8.59 eV
Net charge = -1
Maximum force = 5.0 eV/Å
Electronic energy = -20076.8617 eV
HOMO level (alpha / beta) = -3.83 / -5.16 eV
E_LUMO (alpha / beta) = 2.9 / 3.4 eV

***

(3)
Computed, not measured: a cluster of 2 separate species, C3H8N4 in total, with ωB97M-V/def2-TZVPD.

Each line ends with the natural charge from an NBO analysis.
Positions of all 15 atoms, in Å:
N  1.8373  -1.3442  0.5976  0.063
N  -1.2155  1.5933  0.4442  -0.222
N  -0.4799  2.3343  1.2312  -0.594
N  1.9102  -0.2629  0.8400  -0.026
C  -1.2940  -0.1887  -1.2498  -0.659
C  -0.8193  1.1403  -0.6957  -0.023
C  1.5578  -2.5362  0.7122  -0.476
H  -2.3734  -0.3599  -1.4230  0.226
H  0.3534  2.7754  0.8167  0.338
H  0.7898  -2.9523  0.0510  0.224
H  2.5179  -3.0615  0.8062  0.215
H  -0.8367  -0.5109  -2.2210  0.213
H  -1.0123  2.8893  1.8646  0.369
H  0.0898  1.4519  -1.2546  0.141
H  -1.0251  -0.9679  -0.5197  0.212

Summary:
Kohn-Sham gap = 9.36 eV
Maximum force = 6.3 eV/Å
Electronic energy = -9196.7542 eV
HOMO level = -8.26 eV
E_LUMO = 1.1 eV

***

(4)
Computed, not measured: a cluster of 2 separate species, C9H14 in total, with ωB97M-V/def2-TZVPD.

Each line ends with the natural charge from an NBO analysis.
Positions of all 23 atoms, in Å:
C  -1.7342  0.4645  -0.6585  -0.048
C  2.9236  0.1426  0.2507  -0.627
C  -1.6659  1.7561  -1.2660  -0.629
C  -2.7025  -1.0602  1.0576  -0.234
C  -1.1306  -0.7118  -1.1709  -0.177
C  3.9441  0.7268  1.1218  -0.626
C  -2.4635  0.1949  0.4714  -0.189
C  -2.1112  -2.1638  0.4032  -0.207
C  -1.3224  -1.9624  -0.7383  -0.231
H  -2.5971  2.2664  -0.9558  0.224
H  -1.7071  1.7243  -2.4880  0.224
H  -1.9778  -3.2634  0.6662  0.220
H  2.3495  -0.6342  0.7224  0.213
H  3.6387  0.5648  2.2047  0.206
H  -0.4570  -0.5271  -2.0167  0.194
H  4.0328  1.8041  0.9829  0.206
H  -3.0428  -1.0842  2.1098  0.225
H  -2.6675  1.1367  1.0591  0.195
H  -0.8610  2.3293  -0.8411  0.228
H  2.2729  0.9764  -0.0911  0.208
H  -0.9280  -2.6976  -1.2990  0.207
H  5.0361  0.4274  1.1738  0.212
H  3.1710  -0.4096  -0.6982  0.209

Summary:
Structure (SMILES) = Cc1ccccc1.CC
Kohn-Sham gap = 9.81 eV
Maximum force = 4.8 eV/Å
Electronic energy = -9558.1841 eV
HOMO level = -8.89 eV
E_LUMO = 0.9 eV

***

(5)
Computed, not measured: a structure of composition C30H28F2N5O9RhS2, with ωB97M-V/def2-TZVPD.

Each line ends with the Mulliken charge.
Positions of all 77 atoms, in Å:
Rh  0.4397  -0.2395  -0.5490  -0.568
S  -0.3285  6.2491  -1.1660  1.530
S  -1.9894  1.1555  -2.8001  0.914
F  -2.5718  -4.5453  -1.5635  -0.348
F  1.3821  -5.1709  0.8216  -0.345
O  0.6766  6.4775  -0.1588  -0.704
O  1.1219  -0.7013  -2.5057  -0.797
O  -1.8705  2.5466  -2.4401  -0.462
O  -1.7076  0.1661  3.2081  -0.457
O  -0.8301  7.3753  -1.9000  -0.751
O  1.3989  1.7283  -0.5992  -0.426
O  1.3704  2.1651  -2.8003  -0.529
O  -0.6122  -0.2975  1.3225  -0.345
O  -3.2813  0.5604  -2.6155  -0.756
N  0.2149  5.1098  -2.2059  -0.061
N  -0.8342  0.2234  -2.1222  -0.168
N  -1.6044  1.7605  1.6763  -0.235
N  1.9277  -0.9553  0.6096  0.419
N  -1.4792  2.1531  0.3549  0.219
C  -1.3407  -1.1507  3.6529  -0.611
C  -1.7567  5.4016  0.9914  -0.337
C  -0.1194  -2.1302  -0.5039  0.939
C  2.1761  3.8475  -1.3313  -0.233
C  1.9318  -2.2921  0.8013  0.746
C  -1.2624  -2.6564  -1.0835  -0.401
C  -0.1906  0.1991  -4.3983  0.458
C  1.5799  2.4739  -1.6255  0.244
C  -2.8761  4.8700  1.6144  -0.565
C  3.8580  -0.6862  1.9509  -1.140
C  -1.2697  0.5060  1.9991  0.371
C  0.5075  -0.0985  -5.5502  -0.637
C  0.1152  -0.1261  -2.9927  0.991
C  2.8508  -0.1682  1.1611  -0.232
C  -1.7252  5.4822  -0.3933  -0.379
C  0.7953  -2.9657  0.1646  0.043
C  -5.1667  3.8252  1.5561  -1.601
C  -1.9116  1.3613  -5.6353  -0.676
C  3.8964  -2.0576  2.1505  -0.263
C  -2.7958  5.0388  -1.1545  -0.358
C  1.6581  4.8813  -2.3104  -1.194
C  -0.0215  0.3411  -6.7580  -0.577
C  -0.5922  -4.8863  -0.3766  -1.077
C  -3.9535  4.3918  0.8698  1.131
C  -1.4680  -4.0212  -1.0050  0.335
C  0.5277  -4.3290  0.1998  0.661
C  2.9336  -2.8690  1.5770  -1.254
C  -1.3739  0.9156  -4.4487  0.043
C  -3.8931  4.4772  -0.5197  -0.887
C  -1.2125  1.0591  -6.8000  -0.577
H  2.9511  -3.9354  1.7262  0.562
H  -2.8341  1.9252  -5.6613  0.506
H  0.5005  0.1253  -7.6806  0.410
H  -0.3716  4.2877  -2.3231  0.189
H  -2.3659  2.4746  -0.0142  0.125
H  -2.1377  2.3094  2.3385  0.214
H  3.2574  3.7670  -1.4747  0.309
H  -1.6969  -1.9005  2.9500  0.260
H  4.6775  -2.4995  2.7553  0.431
H  1.9973  4.1389  -0.2961  0.321
H  1.4373  -0.6486  -5.5025  0.535
H  -2.7710  5.1187  -2.2331  0.415
H  -1.9875  -2.0325  -1.5884  0.685
H  -5.7396  4.6192  2.0388  0.360
H  -4.8906  3.1091  2.3320  0.298
H  -1.8213  -1.2689  4.6181  0.266
H  -0.9114  5.7631  1.5618  0.527
H  1.8447  4.5321  -3.3250  0.507
H  2.7581  0.8846  0.9242  0.740
H  4.5941  -0.0268  2.3866  0.461
H  -0.7736  -5.9499  -0.3363  0.512
H  -1.6006  1.3915  -7.7536  0.424
H  -0.7621  2.8583  0.2416  -0.063
H  -4.7194  4.1072  -1.1143  0.324
H  -0.2593  -1.2278  3.7518  0.252
H  -2.9158  4.8310  2.6983  0.469
H  -5.8219  3.3216  0.8473  0.383
H  2.1665  5.8343  -2.1798  0.486

Summary:
Kohn-Sham gap = 8.71 eV
Maximum force = 0.8 eV/Å
Electronic energy = -87556.9616 eV
HOMO level = -8.85 eV
E_LUMO = -0.1 eV

***

(6)
Computed, not measured: an isolated molecule of C4H8N2OS, with ωB97M-V/def2-TZVPD.

Each line ends with the natural charge from an NBO analysis.
Positions of all 16 atoms, in Å:
S  -0.1145  -3.4004  -0.4126  -0.212
O  1.1402  -1.1482  -0.8030  -0.499
N  -1.1093  0.3859  -0.7161  -0.469
N  -1.1228  -0.9705  -0.4573  -0.478
C  0.6659  0.6700  0.8755  -0.457
C  -0.7054  1.1762  0.4464  -0.225
C  1.4874  0.1729  -0.3194  -0.064
C  -0.0153  -1.7567  -0.5640  0.401
H  1.4050  0.8641  -1.1605  0.194
H  1.2333  1.4506  1.3625  0.231
H  -1.9962  0.6886  -1.1502  0.375
H  2.5713  0.0938  -0.0672  0.203
H  0.5839  -0.1549  1.6018  0.223
H  -1.9476  -1.3805  -0.0491  0.396
H  -0.6571  2.2186  0.1370  0.203
H  -1.4189  1.0905  1.2762  0.178

Summary:
Structure (SMILES) = S=C1NNCCCO1
Kohn-Sham gap = 8.82 eV
Maximum force = 1.1 eV/Å
Electronic energy = -20139.3617 eV
HOMO level = -8.19 eV
E_LUMO = 0.6 eV

***

(7)
Computed, not measured: a structure of composition C4H5N2O2S, with ωB97M-V/def2-TZVPD.

Each line ends with the natural charge from an NBO analysis.
Positions of all 14 atoms, in Å:
S  0.8252  -1.1210  -0.4986  0.846
O  0.7109  -2.0376  0.6801  -1.023
O  3.5503  -0.0408  0.2637  -0.597
N  -0.8932  -0.3366  -0.6608  -0.610
N  0.3007  1.7202  -0.0430  -0.507
C  -1.9088  -1.1370  -0.0572  -0.432
C  1.6600  1.5318  0.1004  -0.361
C  2.4793  0.4727  0.1077  0.546
C  -0.7145  0.9899  -0.2647  0.242
H  -2.3692  -1.7787  -0.8157  0.176
H  -1.4444  -1.7741  0.7092  0.230
H  2.1478  2.5000  0.2670  0.179
H  -1.6645  1.5346  -0.2047  0.128
H  -2.6795  -0.5234  0.4168  0.182

Summary:
Kohn-Sham gap = 6.79 eV
Net charge = -1
Maximum force = 3.1 eV/Å
Electronic energy = -22137.8520 eV
HOMO level = -2.98 eV
E_LUMO = 3.8 eV

***

(8)
Computed, not measured: a cluster of 2 separate species, C3H5N4O3 in total, with ωB97M-V/def2-TZVPD.

Each line ends with the natural charge from an NBO analysis.
Positions of all 15 atoms, in Å:
O  -0.2710  1.8127  2.7987  -0.550
O  2.5276  2.5360  0.2845  -0.457
O  0.8403  3.0912  4.2735  -0.472
N  -2.0185  -0.2064  -1.7468  -0.697
N  0.4510  0.8162  0.2091  0.212
N  -0.2973  0.0173  -0.2868  -0.180
N  1.7990  0.4000  0.6210  -0.444
C  -1.5223  -0.2845  -0.5262  0.347
C  2.6680  1.4690  0.7632  0.524
C  0.2226  2.4916  3.5517  1.024
H  -2.1574  -0.8630  0.2150  0.264
H  -2.8807  -0.7093  -2.0641  0.454
H  -1.3258  0.0106  -2.4901  0.432
H  2.1135  -0.4780  0.4954  0.401
H  3.4598  1.1473  1.3944  0.143

Summary:
Kohn-Sham gap = 9.28 eV
Net charge = +1
Maximum force = 7.3 eV/Å
Electronic energy = -15285.3292 eV
HOMO level = -14.44 eV
E_LUMO = -5.2 eV

***

(9)
Computed, not measured: the ion C3H3BrF3N2 with charge +1, with ωB97M-V/def2-TZVPD.

Each line ends with the natural charge from an NBO analysis.
Positions of all 12 atoms, in Å:
Br  -1.7035  2.4505  -0.1625  0.444
F  2.7835  0.0000  0.9193  -0.270
F  2.9856  2.1362  0.5113  -0.287
F  2.7968  0.8517  -1.1176  -0.265
N  0.1136  0.0078  -1.0505  -0.348
N  0.1285  2.2385  0.1033  -0.583
C  -0.2567  -1.1285  -0.6665  -0.005
C  2.4061  1.0138  0.1209  0.935
C  0.8774  1.1578  -0.0380  0.433
H  -1.0274  -1.5291  -1.3208  0.250
H  0.6626  3.1880  0.4183  0.493
H  -0.0472  -1.3634  0.3427  0.204

Summary:
Structure (SMILES) = C=N/C(=[NH+]\Br)C(F)(F)F
Kohn-Sham gap = 9.44 eV
Net charge = +1
Maximum force = 5.1 eV/Å
Electronic energy = -84323.5533 eV
HOMO level = -15.38 eV
E_LUMO = -5.9 eV